Here is a 8-piece molecular cluster, C32H40N8 overall from the Open Molecules 2025 dataset. Energies are from the ωB97M-V functional and the def2-TZVPD basis.

Output
calculated total energy	-1680.95547	Eh
molecular weight	536.73	g/mol
SMILES	c1cc[nH]c1.c1cc[nH]c1.c1cc[nH]c1.c1cc[nH]c1.c1cc[nH]c1.c1cc[nH]c1.c1cc[nH]c1.c1cc[nH]c1

ORCA input file:
```
! wB97M-V def2-TZVPD RIJCOSX def2/J DEFGRID3
* xyz 0 1
N -3.91589 -0.37348 -2.89229
C -3.72056 -1.63055 -3.36420
C -4.18228 -2.59803 -2.49698
C -4.74113 -1.77397 -1.36348
C -4.49115 -0.45407 -1.59593
H -3.60476 0.45567 -3.35873
H -3.09651 -1.74300 -4.24374
H -4.12960 -3.66544 -2.53852
H -5.23103 -2.19798 -0.58756
H -4.74602 0.56372 -1.01049
N -1.49806 -0.36060 -1.00179
C -0.31422 -0.26924 -1.69647
C 0.66798 -0.13061 -0.72572
C 0.03775 -0.19430 0.62741
C -1.28197 -0.42383 0.44911
H -2.53547 -0.57367 -1.27165
H -0.18449 -0.10473 -2.64828
H 1.66867 0.16394 -1.02899
H 0.34901 -0.12078 1.50207
H -2.08140 -0.50156 1.18647
N 2.04505 -1.98024 4.65610
C 0.79445 -1.36485 4.49018
C 0.06423 -2.14517 3.58818
C 1.10613 -3.15969 3.05934
C 2.29827 -3.07056 3.77954
H 2.43731 -1.43944 5.34383
H 0.30224 -0.52185 5.24074
H -0.99471 -2.06131 3.28785
H 0.90237 -4.04394 2.57406
H 3.20026 -3.65599 4.09827
N -1.90969 2.31355 3.38622
C -1.80015 1.01050 3.86135
C -2.24442 1.00367 5.09380
C -2.87347 2.32808 5.30175
C -2.48721 3.12191 4.24485
H -1.50617 2.43454 2.53963
H -1.31106 0.20517 3.39969
H -2.24160 0.35365 5.73843
H -3.37903 2.60812 6.17287
H -2.54693 4.19394 4.11594
N 3.07455 0.52430 -3.35379
C 2.86245 -0.86997 -3.51979
C 1.96399 -0.94304 -4.53712
C 1.74208 0.50116 -5.18592
C 2.55345 1.30239 -4.28633
H 3.71681 0.84368 -2.63395
H 3.29841 -1.69989 -2.79996
H 1.67951 -1.82727 -4.96427
H 1.11944 0.69094 -6.09131
H 2.69909 2.21494 -4.25588
N -0.03365 -3.35634 -0.34119
C -1.00913 -4.31015 -0.60918
C -0.40153 -5.54462 -0.49630
C 1.05748 -5.26843 -0.19904
C 1.27648 -3.88168 -0.13896
H -0.28665 -2.35052 -0.40864
H -1.94796 -3.92361 -0.80631
H -1.14677 -6.49769 -0.53675
H 1.70260 -5.94088 0.00954
H 2.23425 -3.52083 0.07082
N 3.65792 3.57684 -1.99385
C 5.04601 3.45123 -2.36004
C 5.48932 2.29917 -1.71077
C 4.35382 1.75934 -0.96627
C 3.25466 2.54187 -1.19675
H 3.02561 4.32051 -2.60690
H 5.45867 4.06090 -3.04713
H 6.47066 1.87711 -1.82217
H 4.43128 0.75718 -0.38677
H 2.39467 2.49655 -0.61042
N -1.19309 2.57703 0.25964
C -2.33951 3.19342 0.26739
C -2.09779 4.45334 0.71607
C -0.59142 4.59300 1.00354
C -0.13656 3.43124 0.71543
H -1.10376 1.49641 -0.01420
H -3.27078 2.75648 -0.00303
H -2.90791 5.19156 0.75438
H 0.09036 5.54292 1.40821
H 0.98819 3.28383 0.76507
*
```